Computed, not measured: C33H33EuIN4O4S2 as an isolated structure at a distorted geometry, with wB97M-V/def2-TZVPD.

Geometry as ORCA input:
```
! RIJCOSX wB97M-V def2-TZVPD def2/J DEFGRID3
* xyz 0 8
H -4.3540 -3.3756 -3.5229
H 5.0153 2.1053 1.1387
C -4.2884 -2.0346 -1.2345
C -0.3808 4.1389 -2.5946
H -5.2405 0.3439 -0.6134
H 2.3206 2.2191 -5.5077
H -1.5020 -3.1159 2.5203
C 4.2644 1.7542 0.4199
H 0.3208 1.4039 -6.7255
O 1.5291 3.0934 2.3018
H -4.9550 -4.6841 -2.5088
C -2.8023 -3.8045 -0.5717
C 1.6129 1.5704 -5.0130
C -0.1208 -0.1248 -3.7506
H -2.3850 -4.7878 -0.7453
H 2.8994 3.0288 0.9551
C -1.0246 2.1955 -0.9467
H -0.1696 5.2057 -2.6380
H -5.0071 -1.6468 -1.9405
O -0.7479 -0.4418 1.9761
C 1.4105 0.3597 5.4019
H 2.7197 1.5852 -3.2076
H 1.4111 -0.3525 6.2106
C 2.5606 -0.1657 0.2909
H 4.8674 0.4582 2.7092
H -3.8343 0.7826 0.3636
H 2.3686 -3.9070 2.1059
C -0.3615 0.2364 -5.0647
H -1.2139 -0.1762 -5.5810
N -0.0743 1.5073 0.9723
C 0.7371 0.9763 3.1625
C -0.0653 0.6400 1.9779
C 2.0880 2.4716 4.4926
C -4.5979 0.0212 0.1993
C 2.1741 -3.0609 2.7658
C -4.0916 -4.0524 -2.7128
C 2.6294 -1.7940 2.1158
H 1.1058 -3.0243 2.9739
C 2.1621 0.3180 -0.9887
C 1.4421 2.1820 3.2928
C 2.0306 -1.3689 0.8774
S -2.1619 2.1316 -2.2723
C -3.0543 -1.8495 0.8174
C 1.8356 1.2079 -3.6981
H 2.5505 1.8261 6.4725
H 4.7904 1.5385 -0.5178
N 3.5756 -1.1233 2.7123
N 1.1161 -0.0671 -1.6731
C 0.5035 1.1063 -5.7037
O 3.3297 2.7632 0.1269
H -2.1293 3.9195 -3.8614
C -1.5604 -3.7379 1.6246
H -2.4766 4.5086 -2.2185
Eu -0.5326 -0.9758 0.0019
N -1.0214 1.2734 -0.0414
H -1.9556 -4.7147 1.9111
H 2.7208 -3.1828 3.6960
C -2.4579 -3.1036 0.5881
I -1.5067 -1.4829 -2.8424
O 1.1173 -2.0888 0.3114
C 3.6298 0.4962 0.9627
C -3.7139 -3.2835 -1.4862
C -1.8452 3.8493 -2.8136
H 2.5864 3.4233 4.5773
C 0.7460 0.0739 4.2318
C 4.0697 -0.0180 2.1574
H 0.2083 -0.8549 4.1160
H -3.2758 -4.6948 -3.0346
H 2.8472 1.0454 -1.4168
C 2.0664 1.5767 5.5404
C 0.9628 0.3521 -3.0033
C -3.9662 -1.3039 -0.0993
H 0.9023 2.8415 1.5890
H -2.9377 -1.3582 1.7844
H 0.2464 3.6113 -3.3145
H -5.1909 -0.0489 1.1097
S 0.0753 3.5592 -0.9206
H -0.5481 -3.8975 1.2326
*
```

## Properties
LUMO energy (alpha / beta)	-0.01 / 0.02	eV
Kohn-Sham gap (alpha / beta)	4.595 / 7.314	eV
energy relative to the best compared isomer or geometry (same formula, charge and spin)	128.2	kJ/mol
<S²>	15.80